[1]
This record from the Open Molecules 2025 dataset describes a structure of composition C24H19DyN4O4 in a non-equilibrium geometry. The level of theory is ωB97M-V/def2-TZVPD.

Calculated values
LUMO level (alpha / beta)	0.0 / 0.0	eV
spin multiplicity	6
E	-63432.4688	eV
molar mass	589.9	u

Last column: Löwdin spin population.
Atoms and positions in Å:
H: 2.05651 -2.06062 -2.56711  0.00
H: 0.93574 4.41641 3.03175  0.00
H: 1.55573 0.69464 -4.35734  0.00
C: -2.01494 1.91813 3.07826  0.00
H: 5.98742 -1.74616 -4.22691  0.00
H: -2.23740 -0.72690 3.40989  0.00
C: 1.92174 2.79696 -4.50457  0.00
O: 1.29411 -0.83409 -0.57692  0.00
H: -1.12280 5.33815 -1.28703  0.00
C: -3.08146 -0.24897 2.90608  0.00
H: -3.01489 5.00981 0.38216  0.00
H: 0.37494 5.17186 -2.69304  0.00
N: -1.74565 2.26102 -0.88311  -0.01
C: 5.43135 -0.21968 -2.83192  0.00
C: 5.21005 -1.36522 -3.58053  0.00
O: -0.92827 0.58321 1.44210  -0.01
O: -0.25531 0.66889 -2.56286  -0.01
C: -2.02924 3.05205 3.86569  0.00
C: -1.04137 3.23660 -1.47438  0.00
O: -3.14143 1.13571 3.17336  0.00
H: -2.87784 3.21055 4.51115  0.00
C: -2.49370 4.22092 -0.11917  0.00
H: 2.65643 2.69824 -5.29100  0.00
C: 4.45244 0.25539 -1.97830  0.00
N: 2.28560 1.25478 -0.45358  0.00
H: 4.60158 1.14020 -1.37983  0.00
C: -2.64018 2.87181 -0.04362  0.00
C: -0.00831 3.06330 -2.48208  0.00
C: -0.97552 3.95519 3.84878  0.00
C: 1.29954 2.42573 1.33674  0.00
C: 0.63994 4.18084 -3.03535  0.00
N: -1.48734 4.43844 -1.02091  0.00
H: -3.32824 2.29715 0.54769  0.00
H: 2.07669 4.93763 -4.42330  0.00
H: -1.00156 4.81897 4.49287  0.00
H: 2.21461 2.98354 1.55402  0.00
H: 6.37304 0.30343 -2.90847  0.00
Dy: -0.34947 0.41286 -0.52950  5.04
C: 2.19387 0.02119 -0.92105  0.00
C: 3.99351 -2.02364 -3.49662  0.00
H: -4.01270 -0.65644 3.30589  0.00
H: 3.80950 -2.90182 -4.09807  0.00
C: -0.93425 1.66164 2.17961  0.00
C: 3.24164 -0.42194 -1.86758  0.00
C: 3.01267 -1.55862 -2.64110  0.00
C: 0.33040 1.75456 -2.97156  0.00
C: 0.14041 2.61712 2.17543  0.00
C: 1.59047 4.06008 -4.02255  0.00
N: 1.22932 1.58108 0.36939  -0.01
C: 0.10173 3.72854 3.02974  0.00
H: -3.01712 -0.46033 1.83265  0.00
C: 1.30979 1.68122 -3.99115  0.00

Forces on atoms 1 to 6 (eV/Å):
0.06 -0.01 0.04
0.09 0.05 -0.05
0.00 -0.08 -0.03
0.14 -0.03 -0.09
0.04 0.00 -0.08
-0.01 0.06 -0.04



[2]
This record from the Open Molecules 2025 dataset describes a structure of composition C24H19I2N2OReS2 in a non-equilibrium geometry. The level of theory is ωB97M-V/def2-TZVPD.

Calculated values
LUMO level (alpha / beta)	-5.0 / -5.0	eV
spin multiplicity	2
energy above the lowest of the compared OMol25 structures with the same formula, charge and spin	3.6	kcal per mole
E	-70218.5582	eV
molar mass	855.6	u
net charge	+1

Last column: natural (NBO) charge in e.
Atoms and positions in Å:
C: -0.85778 5.15704 0.14200  -0.27
C: 4.36719 -0.23924 1.60892  -0.21
H: 2.48685 0.78498 1.75698  0.22
H: 6.16346 -1.32040 1.16538  0.23
H: -0.42838 5.67057 -0.70534  0.24
Re: -1.11824 1.55200 -1.87710  0.96
H: 3.44309 -0.83618 -2.09885  0.23
C: -1.33893 3.85875 -0.04410  0.42
H: -2.97358 0.64948 2.57560  0.27
C: -2.50232 1.81233 0.85432  0.42
C: 0.11565 -5.39492 0.40899  -0.19
C: -2.22288 -3.55853 -1.92715  -0.54
C: 0.03911 -2.99591 -0.97648  -0.24
C: 1.15745 -4.48867 0.53693  -0.22
C: 3.70903 -0.67648 -1.06318  -0.16
H: 5.57544 -1.70517 -1.20102  0.23
H: -2.35454 3.23496 3.12609  0.23
H: -4.26637 0.75400 1.40959  0.27
H: -1.78247 -5.80267 -0.49141  0.22
C: -1.45965 5.03735 2.46480  -0.23
H: -2.79095 -4.45578 -2.17419  0.25
C: 4.89950 -1.16123 -0.55706  -0.21
C: 1.61096 0.51005 -0.73640  0.12
C: 2.83437 0.02610 -0.22465  -0.13
C: -1.92237 3.14032 1.01884  -0.23
H: -1.96833 -3.06441 -2.86383  0.24
H: -0.53958 6.73996 1.53161  0.23
I: -0.47774 2.18542 -4.41143  0.28
I: 1.74746 3.65280 -4.67123  0.05
C: 1.11819 -3.29076 -0.16060  -0.14
C: -3.47359 1.32737 1.88098  -0.69
C: -2.67063 -0.97237 -1.08452  -0.08
C: -0.96747 -5.09601 -0.40133  -0.20
C: -1.95923 3.76838 2.27646  -0.13
C: 0.54984 0.92948 -1.18269  -0.33
S: -1.94353 -0.40621 -2.59962  0.04
C: -1.01857 -3.89360 -1.09938  -0.05
N: -2.77491 -0.21655 -0.05937  -0.32
N: -2.20259 1.05524 -0.17670  -0.37
H: 0.14590 -6.33641 0.93937  0.22
H: 1.93398 -2.58632 -0.06997  0.20
H: -1.49423 5.48765 3.44520  0.23
C: 5.22900 -0.94221 0.77498  -0.16
H: 0.02596 -2.05964 -1.52320  0.20
S: -3.43243 -2.54029 -1.01598  0.35
H: -3.90171 2.15877 2.42861  0.24
C: 3.16894 0.24272 1.11772  -0.15
O: -1.18736 3.35202 -1.27621  -0.67
C: -0.92022 5.73893 1.38935  -0.14
H: 4.63089 -0.07052 2.64305  0.23
H: 1.99832 -4.71620 1.17722  0.22

Forces on atoms 1 to 6 (eV/Å):
-0.11 -0.24 0.09
0.02 -0.01 -0.02
-0.03 0.01 0.01
0.03 -0.01 0.01
-0.01 0.01 -0.05
0.53 -0.45 0.58



[3]
This record from the Open Molecules 2025 dataset describes a structure of composition C24H19IrN7O7S in a non-equilibrium geometry. The level of theory is ωB97M-V/def2-TZVPD.

Calculated values
LUMO level (alpha / beta)	2.4 / 2.4	eV
energy above the lowest of the compared OMol25 structures with the same formula, charge and spin	21.7	kcal per mole
E	-63631.4139	eV
molar mass	741.7	u
net charge	-1

Last column: natural (NBO) charge in e.
Atoms and positions in Å:
C: 2.97462 -2.21513 2.28181  -0.37
C: 0.22826 -0.13143 6.04323  -0.20
C: -0.74500 0.00888 3.81700  0.37
H: 0.96171 -4.69540 -2.21967  0.24
O: 1.21097 0.55081 -0.78331  -0.55
C: 2.38553 -3.71071 -3.50356  -0.29
O: 2.48899 2.30556 -0.72454  -0.47
H: -4.61866 4.45897 -4.42295  0.20
H: -2.77695 1.00332 -2.66280  0.25
H: -0.33408 -1.82179 4.83529  0.21
C: -3.73713 2.64870 -3.67944  -0.22
H: 4.34041 -1.52918 -4.95998  0.38
H: -1.17981 3.32730 2.95818  0.19
N: 1.61229 1.61722 -0.22360  0.72
H: -3.87912 2.10286 -4.60374  0.21
H: 0.57781 -0.74399 6.86666  0.20
N: 1.64204 -3.14700 0.51457  -0.49
H: 2.14334 -0.40163 3.14218  0.22
H: 3.85502 -2.26201 2.90405  0.22
H: 3.41028 -3.97759 1.11831  0.19
H: -4.29565 5.69052 -2.30295  0.20
O: -1.83663 -1.84353 -1.88131  -0.95
N: -1.58996 1.73750 1.76458  -0.30
H: 2.95234 -4.60990 -3.72031  0.20
H: 0.42119 -0.48900 -2.68939  0.26
O: -1.63565 0.92851 -0.57641  -0.65
H: 4.57703 -3.17449 -4.76615  0.37
C: -2.25536 2.03635 -0.27889  0.54
C: -0.15232 2.01320 5.07560  -0.15
S: -0.79474 -2.64415 -1.30488  2.36
C: 2.04940 -1.19435 2.40924  0.13
H: -0.11168 3.09693 5.11427  0.20
C: -3.37738 4.03646 -1.29923  -0.20
C: -3.12639 2.02626 -2.59923  -0.20
Ir: -0.66664 0.04542 0.87994  1.33
N: -0.33437 -1.85226 0.04686  -0.89
C: 1.27851 -3.76753 -2.67634  -0.13
N: -2.25600 2.58772 0.88485  -0.40
N: 3.90600 -2.43543 -4.89600  -0.80
C: -2.95104 2.71661 -1.40478  -0.03
C: -3.97655 4.65855 -2.38287  -0.23
H: 2.39620 -0.38410 -4.16680  0.20
C: 0.30819 1.25917 6.13655  -0.29
N: 0.98893 -1.15737 1.62660  -0.47
O: -1.06682 -4.01525 -0.98408  -0.95
C: -1.15748 2.24337 2.84674  0.17
H: -3.23049 4.55955 -0.36402  0.23
H: 0.71552 1.73201 7.02012  0.20
C: -4.15917 3.96625 -3.57479  -0.21
O: -1.22641 -0.63669 2.77844  -0.66
C: 2.71393 -3.16343 1.29755  0.11
C: 0.96480 -1.38923 -2.93709  -0.14
C: 0.57335 -2.60692 -2.39553  -0.41
O: 1.06973 1.92396 0.86708  -0.56
C: 2.79948 -2.49083 -4.04249  0.17
C: -0.66912 1.41492 3.92615  -0.22
C: -0.28361 -0.74245 4.91546  -0.25
C: 2.07298 -1.33491 -3.75837  -0.22
C: 0.80537 -2.12917 0.71420  0.59

Forces on atoms 1 to 6 (eV/Å):
-0.02 -0.17 -0.11
-0.03 0.01 -0.01
0.05 -0.19 -0.11
0.01 0.01 -0.02
-0.31 0.25 0.06
0.04 0.02 -0.01